{
  "formula": "C33H43N4O3SiW",
  "method": "ωB97M-V/def2-TZVPD",
  "symbols": ["W", "O", "C", "C", "C", "C", "C", "C", "C", "O", "N", "N", "C", "C", "C", "C", "C", "C", "C", "O", "H", "H", "H", "H", "H", "H", "H", "H", "H", "H", "N", "C", "N", "C", "C", "C", "C", "C", "C", "H", "H", "H", "H", "H", "H", "C", "C", "C", "C", "Si", "C", "C", "C", "C", "C", "C", "C", "C", "H", "H", "H", "H", "H", "H", "H", "H", "H", "H", "H", "H", "H", "H", "H", "H", "H", "H", "H", "H", "H", "H", "H", "H", "H", "H", "H"],
  "coordinates": [[-0.33602, 0.46401, 0.47770], [3.23176, 3.54864, -2.53343], [3.94347, 2.74705, -1.74772], [5.33343, 2.83045, -1.84838], [6.12926, 2.03339, -1.06282], [5.57856, 1.12038, -0.14184], [4.22443, 1.01593, -0.03146], [3.37243, 1.82108, -0.83372], [1.96689, 1.70071, -0.72460], [1.45317, 0.72327, 0.11982], [1.05848, 2.40381, -1.31197], [-0.21975, 1.99232, -0.94484], [-1.18412, 2.65515, -1.53978], [-2.57379, 2.51000, -1.30422], [-3.49491, 3.34849, -1.95137], [-4.84088, 3.24105, -1.66165], [-5.27833, 2.30628, -0.72489], [-4.38653, 1.45556, -0.07431], [-3.05379, 1.57108, -0.38460], [-2.11409, 0.75875, 0.19807], [2.27892, 3.44636, -2.39593], [5.75300, 3.53490, -2.55328], [7.20484, 2.11233, -1.15128], [6.22866, 0.51300, 0.47112], [3.78919, 0.32682, 0.67852], [-0.85369, 3.40164, -2.25600], [-3.14050, 4.08020, -2.66675], [-5.55564, 3.88448, -2.15493], [-6.33363, 2.23289, -0.49703], [-4.73337, 0.72573, 0.64381], [-0.89124, 1.05745, 4.56253], [-1.09014, 0.44340, 3.41627], [-0.38576, 1.02924, 2.42811], [0.30613, 2.12043, 3.01891], [1.15688, 3.07781, 2.47833], [1.67096, 4.01290, 3.35559], [1.35465, 4.00282, 4.72367], [0.50511, 3.05938, 5.26183], [-0.01030, 2.12479, 4.37360], [-1.33079, 0.79685, 5.43703], [-1.74381, -0.40739, 3.29806], [1.40768, 3.11637, 1.42933], [2.33510, 4.77865, 2.97880], [1.78465, 4.75708, 5.36782], [0.25531, 3.05036, 6.31410], [0.37898, -3.13552, -2.95695], [-0.12552, -1.76221, -2.44736], [-1.35726, -1.34103, -3.26056], [0.98042, -0.72768, -2.70098], [-0.50996, -2.07793, -0.60792], [0.92476, -2.69794, 0.49798], [0.81811, -4.20599, 0.79444], [2.32814, -2.46317, -0.07794], [0.82935, -1.93162, 1.83276], [-2.24506, -2.75473, -0.13739], [-2.28292, -4.21198, -0.66800], [-2.48725, -2.77062, 1.37990], [-3.44251, -2.03419, -0.76874], [0.55953, -3.04180, -4.03159], [-0.34177, -3.93825, -2.82455], [1.32232, -3.43482, -2.49736], [-1.03660, -1.10635, -4.27833], [-1.84990, -0.44926, -2.85756], [-2.09406, -2.13674, -3.33932], [1.25332, -0.77524, -3.75804], [1.88833, -0.90577, -2.13017], [0.63406, 0.29283, -2.52079], [0.87787, -4.79881, -0.11929], [-0.08694, -4.48426, 1.32783], [1.66638, -4.49503, 1.42099], [2.49849, -3.04329, -0.98419], [3.06166, -2.80437, 0.65825], [2.54435, -1.42050, -0.29243], [-0.12316, -2.04096, 2.35253], [1.09962, -0.85561, 1.77144], [1.60381, -2.29317, 2.52098], [-1.47103, -4.83932, -0.30964], [-2.30048, -4.24466, -1.75514], [-3.21757, -4.66400, -0.32496], [-1.73898, -3.32038, 1.94451], [-3.44867, -3.25093, 1.57541], [-2.56616, -1.75210, 1.78477], [-3.45434, -2.09460, -1.85215], [-3.50822, -0.98997, -0.48264], [-4.35303, -2.52392, -0.41401]],
  "atomic_forces_ev_per_a": [[-0.058, 0.527, -0.112], [0.024, 0.026, -0.023], [-0.007, -0.043, 0.038], [0.015, -0.002, 0.000], [-0.010, 0.004, 0.005], [0.023, -0.010, 0.004], [0.000, 0.034, -0.037], [0.003, 0.010, -0.046], [0.009, -0.057, 0.078], [0.015, 0.009, 0.048], [-0.041, 0.048, -0.008], [0.013, -0.008, 0.045], [-0.018, -0.004, -0.008], [0.026, 0.016, -0.027], [-0.022, 0.027, -0.008], [0.014, -0.026, 0.023], [0.012, 0.034, -0.029], [-0.027, -0.030, 0.032], [-0.029, 0.005, -0.060], [0.160, -0.037, 0.125], [-0.031, -0.011, 0.011], [-0.001, -0.002, 0.000], [0.001, 0.003, -0.003], [0.001, 0.001, -0.002], [-0.018, -0.017, 0.015], [0.001, -0.005, 0.005], [-0.003, 0.000, 0.001], [0.002, 0.002, -0.004], [0.000, -0.004, 0.001], [0.008, -0.009, 0.008], [-0.011, 0.033, 0.071], [0.117, 0.051, -0.005], [-0.084, -0.065, 0.247], [-0.058, -0.023, -0.069], [0.001, -0.011, 0.047], [-0.002, -0.002, 0.008], [0.004, 0.012, -0.016], [-0.018, -0.006, 0.031], [-0.029, -0.039, -0.029], [0.005, 0.002, -0.003], [0.007, 0.004, 0.013], [0.011, -0.003, -0.079], [-0.001, 0.001, 0.001], [0.003, -0.002, 0.004], [0.003, 0.003, 0.000], [0.075, 0.048, 0.007], [0.028, 0.066, 0.019], [0.030, -0.018, 0.011], [-0.030, -0.012, -0.029], [-0.069, -0.347, -0.121], [0.005, -0.015, 0.064], [-0.004, 0.018, 0.011], [0.042, -0.042, -0.014], [0.013, -0.038, -0.030], [-0.014, -0.051, -0.021], [0.012, 0.052, 0.075], [0.047, 0.057, 0.004], [0.015, -0.004, -0.073], [-0.004, -0.013, 0.003], [-0.105, -0.083, 0.028], [-0.106, 0.010, -0.076], [0.007, 0.002, 0.000], [0.008, -0.024, -0.002], [-0.025, -0.017, 0.007], [-0.003, 0.013, -0.006], [0.018, 0.006, -0.004], [0.003, -0.065, -0.053], [-0.001, -0.004, 0.007], [-0.056, -0.009, 0.016], [-0.003, 0.003, -0.005], [0.031, 0.052, 0.088], [-0.006, 0.003, -0.007], [0.020, 0.051, 0.019], [-0.052, -0.035, -0.035], [0.028, -0.044, -0.132], [-0.027, 0.021, 0.031], [0.028, -0.026, 0.001], [0.033, 0.006, -0.090], [0.008, -0.002, 0.001], [0.042, -0.042, 0.026], [-0.002, 0.003, -0.001], [0.012, -0.007, -0.021], [-0.001, 0.007, -0.003], [-0.011, 0.046, 0.015], [0.004, -0.005, -0.001]],
  "lowdin_charge": [1.759, 0.136, -0.226, 0.034, 0.002, -0.040, -0.017, -0.085, -0.343, -0.241, 0.088, -0.099, 0.043, -0.134, 0.039, 0.000, 0.022, 0.029, -0.254, -0.242, 0.087, 0.142, 0.132, 0.122, 0.109, 0.167, 0.142, 0.136, 0.138, 0.138, 0.197, -0.090, -0.080, -0.182, 0.004, -0.019, -0.016, 0.038, -0.152, 0.201, 0.141, 0.099, 0.129, 0.132, 0.137, -0.049, -0.611, -0.072, -0.080, 0.909, -0.609, -0.060, -0.073, -0.108, -0.600, -0.053, -0.082, -0.073, 0.115, 0.081, 0.075, 0.107, 0.076, 0.081, 0.113, 0.068, 0.055, 0.099, 0.074, 0.108, 0.085, 0.110, 0.042, 0.060, 0.038, 0.127, 0.072, 0.084, 0.112, 0.070, 0.108, 0.055, 0.074, 0.039, 0.110],
  "lumo_energy_ev": -10.642,
  "molar_mass_g_mol": 755.7,
  "e_above_lowest_kj_mol": 0.0,
  "gap_ev": 5.36,
  "total_charge": 3,
  "homo_ev": -16.004
}


{
  "formula": "C19H51BNO9S6",
  "method": "ωB97M-V/def2-TZVPD",
  "symbols": ["C", "C", "O", "C", "C", "O", "B", "O", "C", "C", "C", "N", "H", "H", "H", "H", "H", "H", "H", "H", "H", "H", "H", "H", "H", "H", "H", "C", "S", "O", "C", "H", "H", "H", "H", "H", "H", "C", "S", "O", "C", "H", "H", "H", "H", "H", "H", "C", "S", "O", "C", "H", "H", "H", "H", "H", "H", "C", "S", "O", "C", "H", "H", "H", "H", "H", "H", "C", "S", "O", "C", "H", "H", "H", "H", "H", "H", "C", "S", "O", "C", "H", "H", "H", "H", "H", "H"],
  "coordinates": [[5.20249, 1.45590, 1.42520], [4.48620, 1.57705, 0.09902], [5.17037, 0.70857, -0.83899], [4.45805, 2.99611, -0.44690], [3.43396, 3.93331, 0.17100], [3.76596, 5.26286, -0.07684], [2.54198, 5.97663, 0.43125], [1.42328, 5.07687, -0.08699], [1.99884, 3.82256, -0.36062], [1.14927, 2.66970, 0.22056], [-0.12174, 3.11722, 0.87980], [-1.20105, 2.44818, 0.96120], [6.24534, 1.76039, 1.31554], [5.16545, 0.43363, 1.79591], [4.73233, 2.09065, 2.17729], [3.46295, 1.21279, 0.22317], [4.51128, 0.16790, -1.27854], [4.31725, 2.95622, -1.53000], [5.44072, 3.44700, -0.27566], [3.36429, 3.77547, 1.26826], [2.55418, 5.96191, 1.66920], [2.44277, 7.12164, -0.01173], [2.03945, 3.70567, -1.45611], [0.88737, 1.96743, -0.57564], [1.69906, 2.10994, 0.98609], [-0.09108, 4.10460, 1.33302], [-1.09012, 1.56020, 0.46253], [-1.28249, 3.93588, -2.81052], [-1.17735, 2.14969, -2.70976], [0.22524, 1.78046, -3.04138], [-2.14927, 1.79213, -4.17883], [-0.68240, 4.33725, -1.99197], [-0.87659, 4.25965, -3.76884], [-2.32255, 4.24079, -2.69529], [-1.69455, 2.26757, -5.04817], [-3.17179, 2.14312, -4.03877], [-2.15839, 0.71298, -4.30962], [1.17794, 10.70441, 1.71180], [2.61800, 9.78367, 2.28511], [2.10668, 8.51416, 2.82980], [2.93575, 10.84479, 3.71534], [0.80082, 10.17295, 0.84011], [0.42544, 10.71075, 2.50034], [1.46903, 11.71873, 1.43573], [2.05421, 10.84979, 4.35653], [3.18538, 11.85424, 3.38511], [3.77963, 10.41112, 4.24830], [-4.18753, -3.74381, -5.25877], [-4.38292, -2.39618, -4.09147], [-4.84633, -1.22445, -4.88885], [-2.62274, -2.17208, -3.80929], [-5.18343, -4.03084, -5.59021], [-3.60299, -3.38660, -6.10711], [-3.71557, -4.58737, -4.76136], [-2.12177, -1.99072, -4.76030], [-2.22442, -3.06462, -3.32683], [-2.48980, -1.31728, -3.14892], [-5.45386, -8.02160, -1.89370], [-5.58814, -7.02017, -3.37323], [-4.85134, -5.75662, -3.09406], [-7.33182, -6.63078, -3.18973], [-4.41109, -8.31497, -1.79324], [-5.75619, -7.43879, -1.02618], [-6.07839, -8.90931, -1.99505], [-7.48250, -6.14069, -2.22848], [-7.91725, -7.54774, -3.25775], [-7.60292, -5.95704, -3.99991], [-6.12052, -10.32492, 2.76380], [-6.19535, -8.53788, 2.59538], [-5.84871, -8.23505, 1.18099], [-4.72499, -8.18348, 3.56139], [-6.93894, -10.73858, 2.17853], [-5.16598, -10.67950, 2.37594], [-6.24240, -10.59669, 3.81219], [-3.87337, -8.69469, 3.11371], [-4.87985, -8.50476, 4.59125], [-4.57174, -7.10703, 3.52969], [6.78534, -2.59793, 5.39670], [6.98808, -1.30490, 4.16039], [5.64081, -0.73872, 3.92680], [7.33270, -2.39919, 2.77669], [6.50518, -2.10761, 6.32652], [5.99183, -3.27344, 5.07763], [7.72640, -3.13274, 5.52799], [6.49209, -3.08014, 2.64464], [8.25744, -2.94585, 2.96277], [7.44138, -1.76976, 1.89542]],
  "atomic_forces_ev_per_a": [[-0.120, 0.012, 0.095], [-0.042, -0.082, -0.134], [0.032, -0.092, 0.133], [0.242, 0.117, -0.025], [-0.040, 0.003, 0.087], [-0.073, 0.100, 0.168], [0.066, -0.061, -0.113], [0.064, -0.006, 0.040], [-0.320, 0.306, -0.194], [-0.106, -0.010, -0.114], [-0.103, 0.068, 0.098], [-0.033, -0.009, -0.085], [0.021, 0.015, -0.018], [0.044, -0.025, -0.004], [0.039, 0.079, -0.019], [-0.014, -0.058, -0.061], [-0.037, 0.092, -0.083], [-0.100, 0.011, -0.012], [0.027, 0.006, -0.056], [0.113, -0.113, -0.014], [-0.049, 0.015, -0.039], [0.039, -0.052, -0.054], [0.086, -0.231, -0.003], [0.100, -0.146, 0.053], [0.096, 0.077, 0.023], [0.019, -0.014, 0.067], [-0.005, 0.004, 0.002], [0.077, 0.022, 0.108], [-0.044, -0.001, 0.032], [0.064, -0.111, -0.091], [-0.106, 0.053, -0.056], [0.011, 0.031, -0.003], [0.014, -0.013, 0.001], [0.003, 0.003, 0.023], [0.057, 0.014, 0.040], [-0.005, -0.018, 0.013], [-0.008, 0.000, -0.026], [0.010, 0.028, -0.097], [-0.029, -0.054, 0.024], [-0.056, 0.049, 0.242], [0.048, 0.096, -0.044], [-0.004, -0.009, 0.007], [0.012, -0.021, 0.012], [-0.005, -0.005, -0.014], [-0.009, -0.025, -0.012], [0.010, -0.001, 0.012], [-0.005, -0.008, 0.002], [0.036, -0.048, -0.126], [0.009, 0.011, -0.074], [0.029, 0.049, 0.016], [0.092, 0.003, 0.088], [-0.005, -0.005, 0.019], [-0.006, 0.062, 0.018], [-0.044, -0.003, 0.004], [-0.028, 0.016, -0.012], [-0.013, -0.006, 0.001], [-0.042, -0.005, 0.015], [-0.016, -0.009, -0.006], [-0.004, -0.005, 0.047], [0.041, -0.038, 0.021], [-0.043, -0.015, 0.000], [0.004, 0.005, -0.011], [0.014, -0.008, 0.003], [0.006, -0.003, 0.000], [0.014, 0.004, 0.002], [-0.008, 0.008, -0.002], [0.008, 0.004, -0.001], [0.010, -0.030, 0.028], [-0.008, 0.046, 0.022], [-0.031, -0.049, -0.031], [0.014, 0.000, 0.040], [-0.001, 0.005, -0.004], [0.001, 0.009, -0.009], [-0.003, -0.007, -0.004], [-0.004, 0.001, -0.012], [0.006, 0.009, 0.002], [-0.003, 0.002, -0.006], [0.047, -0.065, -0.017], [0.067, 0.049, 0.024], [-0.095, -0.040, 0.081], [0.011, -0.025, -0.016], [-0.004, 0.009, -0.004], [-0.010, 0.013, -0.005], [-0.004, -0.002, 0.009], [-0.010, 0.010, 0.004], [0.004, 0.006, -0.011], [-0.013, 0.005, 0.000]],
  "lowdin_charge": [-0.051, -0.423, -0.062, -0.087, -0.373, -0.071, -0.564, -0.121, -0.325, -0.116, -0.245, 0.056, 0.084, 0.048, 0.084, 0.124, 0.075, 0.123, 0.124, 0.141, 0.063, 0.049, 0.141, 0.084, 0.110, 0.112, 0.016, -0.246, 0.780, -0.551, -0.268, 0.048, 0.059, 0.055, 0.057, 0.057, 0.017, -0.277, 0.789, -0.529, -0.286, 0.049, 0.051, 0.044, 0.049, 0.042, 0.042, -0.289, 0.806, -0.570, -0.269, 0.046, 0.057, 0.026, 0.059, 0.056, 0.040, -0.279, 0.809, -0.563, -0.267, 0.054, 0.031, 0.056, 0.061, 0.051, 0.047, -0.273, 0.818, -0.558, -0.268, 0.048, 0.057, 0.052, 0.059, 0.053, 0.053, -0.279, 0.798, -0.539, -0.271, 0.046, 0.055, 0.048, 0.057, 0.049, 0.051],
  "lumo_energy_ev": 1.398,
  "molar_mass_g_mol": 640.8,
  "gap_ev": 5.02,
  "total_charge": -1,
  "homo_ev": -3.621
}


{
  "formula": "C5H11N",
  "method": "ωB97M-V/def2-TZVPD",
  "symbols": ["C", "N", "C", "C", "C", "C", "H", "H", "H", "H", "H", "H", "H", "H", "H", "H", "H"],
  "coordinates": [[1.40334, 1.44061, 2.24032], [1.46307, 0.60017, 1.06427], [0.40613, -0.31501, 0.70324], [-1.94869, -0.74118, -2.27149], [-0.77364, -1.19360, -1.43216], [0.09978, -0.32113, -0.80904], [2.15366, 2.21105, 2.08635], [0.37511, 1.79328, 2.29961], [1.61747, 0.93996, 3.20541], [2.38395, 0.33382, 0.71809], [-0.51699, 0.00330, 1.20538], [0.62101, -1.35774, 0.96777], [-1.66110, 0.22752, -2.70270], [-2.29824, -1.42027, -3.05974], [-2.92123, -0.51804, -1.74183], [-0.86867, -2.24840, -1.12978], [0.46502, 0.56567, -1.34369]],
  "atomic_forces_ev_per_a": [[0.108, -1.312, -0.594], [0.546, 0.181, -0.206], [-0.256, -0.220, -1.492], [-0.076, 0.626, -0.091], [-1.128, -1.355, -0.405], [1.063, 0.775, 0.565], [-0.203, 0.537, 0.295], [0.105, 0.564, 0.104], [0.031, -0.033, -0.010], [-0.515, 0.164, 0.297], [0.077, 0.001, 0.490], [-0.144, -0.132, 0.533], [-0.237, -0.123, -0.323], [0.475, -0.043, -0.132], [0.398, -0.007, 0.330], [0.107, 0.241, 0.375], [-0.353, 0.138, 0.263]],
  "nbo_charge": [-0.395, -0.667, -0.252, -0.659, -0.456, -0.457, 0.176, 0.186, 0.130, 0.347, 0.149, 0.145, 0.184, 0.168, 0.122, 0.132, 0.148],
  "lumo_energy_ev": [4.069, 3.998],
  "molar_mass_g_mol": 85.1,
  "e_above_lowest_kj_mol": 168.7,
  "gap_ev": [3.13, 6.06],
  "spin_multiplicity": 2,
  "total_charge": -1,
  "homo_ev": [0.937, -2.066],
  "s2": 0.75
}